Entry from the OMol25 dataset: C24H21Cl2NO3S as an isolated structure (ωB97M-V with the def2-TZVPD basis set).

The geometry in XYZ format:
```
52
Properties=species:S:1:pos:R:3:forces:R:3:lowdin_charge:R:1
Cl -5.3249 -0.2489 3.0445 -0.360 0.015 0.072 0.672
C -3.6280 -0.2291 2.7671 1.158 -0.069 -0.129 -0.684
C -2.9196 -1.4369 2.7301 0.228 0.422 -0.112 -0.095
C -1.5408 -1.4191 2.4801 -0.501 0.086 -0.003 -0.050
C -0.8910 -0.2076 2.2571 0.539 0.071 0.434 -0.269
S 0.8827 -0.2095 1.8195 -0.632 -0.097 0.724 0.577
C 1.7002 0.1836 3.2723 -3.074 0.715 0.075 -0.776
Cl 3.3175 0.1157 3.4225 1.605 -2.207 0.824 0.903
O 1.1478 -1.5742 1.4075 0.261 0.004 -0.416 -0.363
O 1.0403 0.8535 0.8494 0.225 -0.205 -0.259 -0.353
C -1.5891 0.9950 2.3253 -0.495 -0.146 0.016 -0.050
C -2.9663 0.9903 2.5805 0.238 -0.381 -0.068 -0.094
H -3.4388 -2.3802 2.8765 0.063 0.196 -0.007 0.104
H -0.9988 -2.3585 2.4288 0.053 0.226 -0.025 0.113
H 1.1748 0.2054 4.2250 -0.094 0.463 -0.486 0.028
H -1.0814 1.9369 2.1505 0.045 -0.133 -0.001 0.117
H -3.5250 1.9202 2.6137 0.069 -0.138 0.009 0.104
C 6.6052 -4.9433 -0.7321 0.131 0.509 -0.086 -0.064
O 6.8845 -3.5542 -0.9847 -0.098 -0.087 0.263 -0.083
C 6.5001 -2.6413 -0.0576 -0.459 0.147 0.484 -0.258
C 5.9006 -3.0026 1.1720 0.271 0.179 -0.381 0.000
C 5.4991 -2.0030 2.0586 0.379 0.089 -0.098 -0.043
C 5.6913 -0.6458 1.7438 -0.458 -0.165 0.281 -0.246
C 5.4094 0.4357 2.7116 1.684 0.849 -0.638 -0.183
C 6.0470 0.4101 3.9908 -0.735 -0.187 -0.050 -0.207
C 5.9540 1.4591 4.9915 0.427 -0.379 0.528 -0.137
C 5.4470 2.7510 4.9735 0.170 0.457 0.385 -0.010
C 5.5914 3.5408 6.1270 -0.086 -0.272 -0.399 -0.073
C 6.2024 3.0322 7.2884 -0.015 -0.393 -0.221 -0.078
C 6.7120 1.7276 7.3193 -0.256 0.278 0.007 -0.011
C 6.5742 0.9658 6.1662 0.015 0.078 -0.643 -0.158
N 7.0368 -0.3271 5.8896 -0.259 -0.062 -0.808 -0.079
C 7.7586 -1.1767 6.8172 0.045 -0.227 -0.164 -0.004
C 6.7162 -0.6614 4.6004 -0.084 0.623 0.546 0.045
C 6.2576 -0.3066 0.5029 -0.119 0.231 0.278 -0.019
C 6.6872 -1.2722 -0.3779 0.016 -0.910 0.085 0.011
H 6.9719 -5.4505 -1.6230 -0.078 -0.073 0.163 0.093
H 7.1450 -5.2955 0.1558 -0.070 0.035 -0.178 0.092
H 5.5286 -5.1202 -0.6087 0.217 0.096 -0.048 0.100
H 5.7793 -4.0588 1.4411 -0.068 0.599 -0.146 0.107
H 5.0558 -2.2917 3.0139 0.007 0.172 -0.355 0.113
H 5.1656 1.4186 2.2968 0.423 -0.326 0.040 0.114
H 5.0007 3.1323 4.0540 -0.002 0.065 0.376 0.117
H 5.2315 4.5726 6.1214 0.075 -0.390 0.018 0.105
H 6.2621 3.6637 8.1743 0.069 -0.191 -0.229 0.104
H 7.1808 1.2993 8.2025 -0.091 0.314 -0.078 0.102
H 7.8036 -0.6805 7.7858 0.021 -0.174 -0.114 0.080
H 7.2393 -2.1345 6.9140 0.052 0.150 0.133 0.099
H 8.7753 -1.3764 6.4594 -0.152 0.155 0.098 0.100
H 7.0114 -1.6161 4.1672 -0.093 0.332 0.253 0.141
H 6.3966 0.7516 0.2754 -0.024 -0.294 -0.059 0.124
H 7.1849 -1.0158 -1.3091 -0.185 -0.050 0.111 0.121
```
Positions in Å, forces in eV/Å.

For the calculated total energy, the calculation gives -68736.4280 eV. The molar mass comes out at 474.4 g mol⁻¹. The HOMO energy comes out at -6.182 eV. Its net charge is 0. The calculation puts the orbital gap at 4.732 eV.

Entry from the OMol25 dataset: C12H16N7O2PbS as an isolated structure (ωB97M-V with the def2-TZVPD basis set).

The geometry in XYZ format:
```
39
Properties=species:S:1:pos:R:3:forces:R:3:lowdin_charge:R:1
Pb -0.2643 -0.1183 -0.6426 -0.273 -0.086 -0.155 1.194
C -3.6279 -1.5047 -1.3623 -0.001 0.056 0.032 -0.123
C -3.1035 -2.7546 -1.0626 0.006 -0.038 -0.018 -0.105
C -2.8022 -3.0840 0.2545 -0.006 0.033 0.013 -0.112
C -3.0200 -2.1608 1.2697 0.005 0.002 -0.034 -0.111
C -3.5336 -0.9049 0.9684 -0.010 0.003 0.026 -0.111
C -3.8402 -0.5795 -0.3468 -0.004 -0.012 -0.079 -0.123
H -3.8824 -1.2514 -2.3832 -0.004 -0.023 -0.007 0.110
H -2.9604 -3.4831 -1.8508 0.005 0.000 0.003 0.108
H -2.4369 -4.0758 0.4952 -0.002 -0.004 -0.004 0.104
H -2.8123 -2.4267 2.2989 0.001 0.000 0.001 0.107
H -3.7203 -0.1890 1.7592 0.005 -0.005 0.001 0.112
H -4.2600 0.3898 -0.5842 -0.009 0.005 0.035 0.111
N 0.7970 -2.8108 0.1962 -0.041 0.089 -0.096 0.014
N 1.0039 -2.8384 1.5750 0.084 -0.109 -0.031 0.010
C 0.6351 -1.7996 2.3459 -0.136 0.135 0.216 -0.392
N 1.0163 -1.7842 3.6162 0.004 -0.091 -0.009 0.232
N -0.1110 -0.8768 1.7374 0.156 -0.069 -0.093 -0.009
N -0.3948 0.2955 2.3484 0.137 0.065 0.159 -0.419
O -0.3451 0.4579 3.5488 -0.052 -0.020 0.021 0.098
O -0.7292 1.1765 1.5530 -0.079 0.109 -0.099 -0.065
H 0.1742 -3.5580 -0.0865 0.004 -0.021 0.035 0.097
H 1.6822 -2.8697 -0.2955 0.007 -0.036 0.035 0.092
H 1.5043 -3.6097 1.9915 -0.004 0.025 -0.014 0.164
H 1.6679 -2.4621 3.9731 0.006 -0.001 -0.010 0.134
H 0.6716 -1.0501 4.2173 0.005 0.012 -0.037 0.107
C 4.2193 4.3799 -2.3485 0.024 -0.002 0.007 -0.016
C 2.9876 3.5985 -2.0356 -0.053 -0.096 0.033 -0.300
C 1.7116 4.0566 -2.3604 0.043 0.085 -0.027 -0.001
C 0.6453 3.2526 -2.0341 -0.121 -0.064 0.062 -0.102
N 0.8110 2.0776 -1.4229 0.226 -0.085 0.086 -0.102
C 2.0808 1.7081 -1.1537 -0.077 0.039 -0.023 -0.835
S 2.2657 0.1500 -0.3560 0.164 0.059 0.004 0.508
N 3.1592 2.4154 -1.4359 0.000 0.036 -0.013 0.114
H 3.9887 5.4096 -2.6113 0.002 0.003 -0.005 0.082
H 4.7393 3.9120 -3.1865 -0.004 -0.003 -0.002 0.096
H 4.8959 4.3553 -1.4960 -0.003 0.009 -0.002 0.091
H 1.5624 5.0110 -2.8434 -0.003 -0.006 0.001 0.117
H -0.3751 3.5457 -2.2498 -0.001 0.005 -0.011 0.123
```
Positions in Å, forces in eV/Å.

For the calculated total energy, the calculation gives -43304.7803 eV. The molar mass comes out at 529.6 g mol⁻¹. The HOMO energy comes out at -11.484 eV. Its net charge is +1. The calculation puts the orbital gap at 8.194 eV.

Entry from the OMol25 dataset: one molecule with the formula C4H6ClNO2 (ωB97M-V with the def2-TZVPD basis set).

The geometry in XYZ format:
```
14
Properties=species:S:1:pos:R:3:forces:R:3:lowdin_charge:R:1
O 0.6269 -0.7838 -1.7945 -1.683 -1.266 -0.106 -0.016
N 1.6035 -0.0469 -1.2266 1.286 2.617 2.389 -0.081
C 1.5472 0.3844 0.0782 -2.406 -1.211 -1.137 -0.087
C 0.4383 0.2907 0.8284 0.590 0.294 -0.355 -0.093
C -0.9183 -0.0779 0.5654 -0.381 -1.505 0.581 -0.479
O -1.3908 -1.1768 1.2784 0.043 0.957 -0.992 0.036
C -1.6805 0.6315 -0.2485 -1.739 0.263 0.194 -0.499
Cl -3.3174 0.0838 -0.5688 0.251 0.262 -0.018 0.602
H -0.2218 -0.7215 -1.2504 1.513 0.364 -0.732 0.100
H 2.5383 -0.2572 -1.4603 0.565 -0.906 -1.209 0.125
H 2.3814 0.8093 0.5862 0.967 0.081 -0.502 0.120
H 0.5536 0.6444 1.7833 0.423 0.798 2.490 0.082
H -0.6311 -1.4805 1.7754 0.236 -0.388 0.171 0.098
H -1.5294 1.7006 -0.3463 0.334 -0.359 -0.773 0.091
```
Positions in Å, forces in eV/Å.

For the calculated total energy, the calculation gives -22349.1024 eV. The molar mass comes out at 135.6 g mol⁻¹. The HOMO energy comes out at -8.282 eV. Its net charge is 0. The calculation puts the orbital gap at 8.896 eV.

The records above give, respectively, ΔE to the lowest compared entry with this formula, charge and spin values of 0.0; 0.0; 99.3 kcal/mol.